Record 1
Below is C26H36N5O7PRuS2 as an isolated structure in a non-equilibrium geometry, with properties calculated with the ωB97M-V functional and the def2-TZVPD basis.

CARTESIAN COORDINATES (ANGSTROEM)
Ru -0.087 -0.735 -2.458
C -0.120 2.600 -4.803
C 1.052 1.736 -4.479
N 1.070 0.594 -3.814
C 2.412 0.203 -3.740
C 3.175 1.186 -4.338
N 2.317 2.193 -4.714
C 4.578 1.161 -4.802
O 5.334 0.184 -4.375
O 4.957 2.108 -5.525
C 2.659 -1.132 -3.214
O 3.739 -1.697 -3.520
O 1.715 -1.649 -2.487
H -0.617 2.165 -5.687
H 0.095 3.648 -5.150
H -0.804 2.680 -3.962
H 2.531 2.873 -5.380
H 4.697 -0.638 -4.123
C 2.163 -3.891 1.056
C 0.666 -3.822 1.255
C 0.011 -4.235 2.518
C -1.340 -4.053 2.609
C -2.053 -3.803 1.395
C -3.438 -3.623 1.416
C -4.147 -3.134 0.316
C -3.466 -2.754 -0.842
C -2.076 -2.950 -0.963
S -1.266 -2.661 -2.438
C -1.330 -3.342 0.220
N -0.011 -3.151 0.294
H 2.619 -4.625 1.692
H 2.534 -2.847 1.122
H 2.390 -4.273 0.053
H 0.675 -4.581 3.357
H -1.874 -4.187 3.550
H -4.022 -3.931 2.297
H -5.223 -3.024 0.300
H -3.924 -2.274 -1.753
C -5.054 0.738 -1.661
N -4.129 1.049 -2.768
C -4.763 1.328 -4.024
C -3.766 0.858 -5.058
N -2.592 0.429 -4.225
C -2.846 0.565 -2.924
S -1.785 0.304 -1.490
H -5.506 -0.250 -1.873
H -5.800 1.609 -1.637
H -4.477 0.717 -0.681
H -4.925 2.432 -4.101
H -5.738 0.886 -4.109
H -3.431 1.655 -5.803
H -4.185 0.003 -5.557
H -1.715 -0.055 -4.514
C 2.202 3.817 6.505
C 2.338 4.257 5.022
O 1.221 3.750 4.257
P 1.181 2.382 3.387
O 2.700 2.255 2.978
C 3.585 1.131 2.952
C 3.371 0.217 1.731
O 1.106 1.255 4.643
C -0.166 0.910 5.248
C -0.363 -0.609 5.182
H 3.023 4.147 7.114
H 2.209 2.718 6.526
H 1.199 4.087 6.958
H 3.292 3.969 4.566
H 2.261 5.347 4.980
H 3.627 0.589 3.939
H 4.584 1.569 2.831
H 2.480 -0.421 1.819
H 4.228 -0.470 1.637
H 3.255 0.773 0.785
H -0.956 1.453 4.682
H -0.125 1.267 6.285
H -0.068 -0.985 4.199
H -1.358 -0.951 5.367
H 0.291 -1.044 5.947

Total charge: +1
Gap between HOMO and LUMO (spin up / spin down) in eV: 7.05 / 4.95
Spin multiplicity: 6

Results of the Mulliken charge analysis, in e, for atoms 1 through 5: atom 1 (Ru): 0.49, atom 2 (C): -0.99, atom 3 (C): 0.13, atom 4 (N): -0.36, atom 5 (C): 0.09

Record 2
Below is one molecule with the formula C5H7NO2 in a non-equilibrium geometry, with properties calculated with the ωB97M-V functional and the def2-TZVPD basis.

CARTESIAN COORDINATES (ANGSTROEM)
C -0.389 -0.037 2.664
C -0.057 -0.646 1.489
C 0.128 -0.063 0.187
O 0.451 1.274 0.315
C -1.084 -0.252 -0.664
N -1.962 -0.395 -1.354
C 1.198 -0.718 -0.791
O 0.925 0.565 -1.757
H -0.640 0.979 2.979
H -0.841 -0.720 3.550
H -0.381 -1.579 1.585
H 1.018 1.528 -0.405
H 0.990 -1.706 -1.454
H 2.124 -0.976 -0.134
H 1.679 0.826 -2.419

Structure (SMILES): C=C[C@](O)(C#N)CO
Energy relative to the best compared isomer or geometry (same formula, charge and spin) in eV: 4.901
Gap between HOMO and LUMO in eV: 10.53

Results of the Mulliken charge analysis, in e, for atoms 1 through 5: atom 1 (C): -0.65, atom 2 (C): -0.83, atom 3 (C): 1.47, atom 4 (O): -0.60, atom 5 (C): 0.04